Molecular formula: C18H60O12
Method: DFT, ωB97M-V/def2-TZVPD

Structure (XYZ):
```
90
Properties=species:S:1:pos:R:3:lowdin_charge:R:1
O 0.032 5.363 0.848 -0.13
O 1.544 -0.349 3.543 -0.06
O 0.735 1.097 1.161 -0.15
O -5.496 0.070 0.376 -0.13
O -2.841 -3.149 2.525 -0.13
O -3.335 1.394 4.786 -0.12
O -2.200 1.807 -2.218 -0.15
O 3.031 1.084 -3.765 -0.08
O 0.283 1.265 -3.357 -0.17
O -1.286 -2.723 -4.029 -0.07
O 3.476 -3.881 2.034 -0.12
O 1.360 -3.277 -3.138 -0.12
C 1.003 4.345 1.027 -0.16
C 3.806 1.740 -2.760 -0.48
C -4.461 0.693 -0.398 -0.15
C 1.961 -2.117 -2.543 -0.12
C -2.032 3.208 -1.966 -0.11
C -2.032 0.817 4.672 -0.15
C 5.205 1.185 -2.946 -0.06
C -2.194 -2.160 -1.862 -0.05
C -0.097 0.147 0.528 -0.13
C 2.858 -3.710 0.759 -0.15
C -2.860 -4.232 -3.069 -0.07
C 2.225 0.489 4.474 -0.48
C 3.166 1.437 -1.408 -0.05
C -2.475 -2.777 -3.246 -0.48
C 1.656 0.284 5.896 -0.03
C 2.170 1.900 3.975 -0.06
C -3.655 -1.969 2.429 -0.15
C -0.192 0.573 -4.504 -0.11
H 1.133 2.247 3.954 0.08
H -3.226 2.169 5.343 0.07
H -4.645 -2.136 2.003 0.08
H 3.096 0.378 -1.170 0.08
H 1.958 4.818 1.278 0.08
H 0.725 3.670 1.832 0.06
H -3.576 0.645 0.241 0.07
H 0.376 -0.839 0.499 0.07
H -0.608 -0.356 -4.105 0.06
H 2.450 -1.523 -3.315 0.08
H -4.197 0.069 -1.248 0.06
H -2.006 -1.086 -1.899 0.06
H 2.195 0.942 6.581 0.08
H 3.671 -3.491 0.069 0.07
H 2.311 -4.599 0.450 0.08
H 0.225 5.853 0.047 0.07
H -3.157 -3.583 3.324 0.07
H -3.256 -2.227 -3.774 0.13
H 1.023 0.747 2.017 0.02
H -1.574 3.677 -2.843 0.09
H 3.728 1.955 -0.625 0.08
H -1.508 1.180 3.783 0.07
H 0.634 0.339 -5.172 0.09
H -2.144 -0.257 4.524 0.07
H -0.293 0.515 -0.480 0.06
H -0.976 1.129 -5.026 0.08
H 1.256 -1.526 -1.962 0.07
H 2.572 1.967 2.963 0.08
H -3.760 -4.286 -2.445 0.08
H 3.283 0.197 4.443 0.14
H -3.015 -2.328 -1.160 0.08
H -0.517 -2.791 -3.441 0.04
H -2.974 3.698 -1.719 0.08
H -5.660 0.631 1.139 0.08
H 0.588 0.409 6.036 0.06
H -1.045 0.085 1.076 0.06
H -4.737 1.692 -0.733 0.08
H 2.751 2.556 4.623 0.09
H -2.093 -4.781 -2.523 0.08
H -1.351 -2.713 -1.440 0.08
H 5.882 1.313 -2.099 0.08
H 5.181 0.119 -3.173 0.08
H -1.334 3.375 -1.147 0.08
H 3.799 2.820 -2.934 0.13
H 2.182 1.909 -1.393 0.06
H -3.785 -1.541 3.427 0.07
H 2.822 -3.783 2.729 0.06
H 1.045 3.754 0.108 0.06
H 2.231 -2.815 0.743 0.06
H 1.525 -1.255 3.863 0.09
H 2.090 1.260 -3.609 0.03
H -0.498 1.556 -2.864 0.03
H 1.993 -0.723 6.160 0.08
H 2.014 -3.672 -3.719 0.09
H 5.665 1.703 -3.790 0.08
H -3.078 -1.264 1.832 0.06
H -1.434 1.018 5.560 0.06
H -3.103 -4.715 -4.013 0.08
H 2.743 -2.411 -1.836 0.06
H -2.953 1.751 -2.815 0.10
```

Values from the calculation:
Gap between HOMO and LUMO (eV): 9.7
LUMO (eV): 0.24
E_HOMO (eV): -9.4670
Energy relative to the best compared isomer or geometry (same formula, charge and spin) (eV): 4.730

Molecular formula: C18H61FN6O22S
Method: DFT, ωB97M-V/def2-TZVPD

Structure (XYZ):
```
109
Properties=species:S:1:pos:R:3:lowdin_charge:R:1
S 1.784 -0.289 2.565 0.87
F 4.822 -0.306 -5.783 0.04
O -6.684 0.521 -3.780 -0.13
O 4.811 -3.205 1.923 -0.14
O -3.583 0.292 -4.742 -0.13
O 3.634 1.731 -8.396 -0.12
O -7.293 -3.973 0.774 -0.14
O 3.162 2.795 -0.520 -0.13
O -2.862 -1.283 4.485 -0.10
O -3.658 4.139 -2.114 -0.11
O -0.739 -2.754 4.286 -0.13
O 0.484 3.596 1.874 -0.12
O -0.711 -1.292 -6.435 -0.14
O 1.019 0.968 2.643 -0.36
O 1.202 1.970 5.696 -0.10
O -1.705 4.363 -0.280 -0.12
O 7.807 -0.244 -3.846 -0.13
O 1.056 -3.183 -1.151 -0.11
O -5.915 0.348 0.511 -0.14
O 4.117 0.403 6.916 -0.10
O 4.203 3.612 1.935 -0.10
O 5.348 0.613 4.420 -0.12
O -4.752 -4.301 0.273 -0.10
O 2.146 -4.114 2.047 -0.14
N 0.817 -0.525 -0.263 0.16
N -3.166 -0.127 0.147 -0.02
N -1.251 -0.049 -1.066 0.21
N 1.145 -1.545 1.674 -0.09
N 0.268 0.627 -4.674 0.12
N 0.582 0.156 -2.535 0.10
C 0.304 -0.886 0.886 -0.52
C 2.604 0.137 -5.396 0.09
C 2.128 -0.858 4.195 -0.13
C 3.811 -0.226 -4.888 -0.27
C 3.299 0.261 1.786 -0.11
C 1.802 -0.024 -3.114 -0.17
C -3.954 -1.075 1.072 -0.08
C -5.217 1.070 -0.533 -0.16
C -1.778 -0.186 0.169 -0.29
C 3.046 -0.375 -2.610 0.01
C -3.705 1.202 -0.221 -0.31
C -5.428 -1.030 0.584 -0.15
C 1.555 0.195 -4.445 -0.21
C -3.672 2.044 1.060 -0.05
C -1.042 -0.730 1.168 0.07
C 4.096 -0.450 -3.536 0.01
C 0.089 -0.078 -1.246 -0.27
C -0.270 0.646 -3.524 -0.09
H 1.653 -4.447 2.865 0.08
H -2.586 2.068 1.371 0.09
H -3.834 -4.043 -0.065 0.11
H 1.883 -3.402 -1.692 0.07
H -2.267 -0.492 4.694 0.11
H 7.725 -1.146 -4.297 0.07
H -3.814 -1.031 4.716 0.12
H -4.117 -0.110 -5.502 0.07
H -4.204 3.565 -2.745 0.10
H -6.122 -1.496 1.243 0.11
H 2.915 -1.606 4.179 0.08
H -1.391 -1.005 2.123 0.10
H -5.555 2.140 -0.595 0.13
H 3.105 3.078 0.450 0.02
H 3.156 -0.523 -1.524 0.11
H 1.227 -1.275 4.630 0.05
H 4.983 2.976 2.042 0.08
H -3.642 -0.335 -3.950 0.06
H -6.817 0.651 -4.775 0.07
H 4.931 -3.267 2.926 0.06
H 6.164 1.210 4.459 0.07
H 1.705 1.899 6.571 0.05
H -3.608 -2.159 1.010 0.12
H -0.191 3.612 1.121 0.03
H 2.377 0.406 -6.371 0.10
H 0.617 2.634 2.159 0.00
H -3.170 1.777 -1.034 0.14
H -5.426 0.675 -1.544 0.10
H 3.650 3.578 2.782 0.09
H -5.440 -1.454 -0.421 0.12
H 4.337 2.059 -7.747 0.07
H 5.096 -0.512 -3.116 0.10
H -6.314 -4.145 0.584 -0.02
H 4.092 -0.450 1.942 0.06
H -1.279 0.934 -3.289 0.12
H -6.416 -0.441 -3.621 0.06
H 2.402 0.034 4.751 0.03
H -2.485 4.579 -0.887 0.02
H 4.132 2.840 -0.805 0.07
H -3.769 -0.839 2.099 0.08
H 3.645 1.098 2.266 0.00
H -1.054 3.786 -0.797 0.07
H -0.222 -2.705 5.154 0.06
H 7.948 -0.398 -2.856 0.07
H 5.030 0.450 5.367 0.00
H 1.651 -3.309 1.686 0.01
H -4.660 -5.144 0.824 0.11
H -3.300 4.927 -2.637 0.10
H 3.520 1.169 7.200 0.08
H 3.851 -3.436 1.705 0.01
H -4.308 1.503 1.770 0.08
H -0.562 -0.567 -5.744 0.00
H -0.237 -2.129 -6.121 0.06
H -3.997 3.105 0.906 0.09
H 3.645 0.719 -8.387 0.06
H 4.927 0.393 7.523 0.11
H 1.777 2.488 5.044 0.08
H -7.590 -3.186 0.212 0.06
H 1.053 -2.188 -0.969 0.00
H -1.554 -2.161 4.370 -0.02
H 2.983 0.462 0.759 0.05
```

Values from the calculation:
Gap between HOMO and LUMO (eV): 7.5
LUMO (eV): -0.96
E_HOMO (eV): -8.4601

Molecular formula: C18H62N12O19
Method: DFT, ωB97M-V/def2-TZVPD

Structure (XYZ):
```
111
Properties=species:S:1:pos:R:3:lowdin_spin:R:1
O 18.487 -6.150 -2.071 0.01
O 12.302 0.110 -6.114 0.00
O 15.718 -4.683 -6.865 0.00
O 15.889 -4.117 1.049 0.11
O 19.729 -4.535 -9.144 0.01
O 16.236 0.237 -2.427 0.00
O 15.825 -1.893 -6.796 0.00
O 17.619 -4.562 -4.156 0.05
O 20.520 -0.664 -1.699 0.00
O 19.772 -3.299 -1.638 0.00
O 12.355 -3.790 -4.933 0.00
O 20.170 -1.886 -6.556 0.00
O 10.126 1.501 -0.809 0.00
O 14.178 -0.791 -0.878 0.01
O 14.366 -4.808 -1.646 0.44
O 12.345 -0.173 -3.346 0.00
O 15.054 -3.396 -4.216 0.00
O 14.172 1.828 -5.588 0.00
O 15.247 4.190 -8.373 0.00
N 13.618 -5.408 -6.601 0.00
N 18.389 0.747 -2.853 0.00
N 17.685 -5.498 -8.908 0.00
N 10.895 -1.112 -7.172 0.00
N 15.155 -6.765 -7.115 0.00
N 12.997 -1.418 -7.439 0.00
N 16.744 2.002 -3.658 0.00
N 10.500 -4.391 -3.842 0.00
N 20.718 0.211 -6.082 0.00
N 18.664 -0.334 -6.386 0.00
N 11.967 -2.981 -3.003 0.00
N 18.328 -4.142 -7.410 0.02
C 11.572 0.832 -2.731 0.00
C 15.998 -1.472 -5.429 0.00
C 16.324 -4.720 -0.095 0.03
C 17.614 -5.961 -4.369 0.01
C 15.229 3.802 -6.913 0.00
C 21.199 -1.613 -2.446 0.00
C 14.891 -5.535 -6.869 0.00
C 12.091 -0.805 -6.806 0.00
C 11.632 -3.772 -3.968 0.00
C 17.066 0.934 -2.977 0.00
C 19.876 -0.718 -6.451 0.00
C 18.492 -6.707 -3.371 0.00
C 14.896 -2.054 -4.564 0.00
C 10.903 0.387 -1.381 0.00
C 18.676 -4.700 -8.584 0.00
C 14.422 2.428 -6.831 0.00
C 20.203 -2.724 -2.812 0.00
C 15.517 -4.092 -1.201 0.15
H 19.132 1.235 -3.333 0.00
H 21.749 -1.123 -3.249 0.00
H 17.948 -6.081 -5.400 0.00
H 13.469 2.527 -7.351 0.00
H 10.723 1.896 -0.169 0.00
H 10.790 1.006 -3.470 0.00
H 16.946 -1.814 -5.015 0.00
H 15.165 -3.071 -1.056 0.04
H 14.939 1.701 -7.458 0.00
H 12.156 1.751 -2.762 0.00
H 10.392 -0.516 -1.714 0.00
H 16.140 -3.878 -2.069 0.08
H 12.263 -2.037 -3.205 0.00
H 17.459 -4.456 -7.003 0.00
H 9.996 -4.421 -2.967 0.00
H 18.564 0.650 -6.182 0.00
H 17.583 2.316 -4.126 0.00
H 14.963 -1.483 -3.638 0.00
H 13.011 -6.202 -6.746 0.00
H 13.482 1.184 -5.763 0.00
H 21.666 0.126 -5.744 0.00
H 16.085 3.935 -8.766 0.00
H 17.898 -0.979 -6.521 0.00
H 14.684 4.480 -6.257 0.00
H 14.335 -7.350 -7.038 0.00
H 16.206 -5.802 -0.055 0.01
H 13.908 -4.226 -2.257 0.00
H 12.435 0.013 -4.283 0.00
H 13.456 -0.384 -1.357 0.00
H 21.869 -2.114 -1.749 0.00
H 17.411 -4.637 -0.109 0.02
H 18.653 0.028 -2.195 0.00
H 13.884 -1.840 -4.907 0.00
H 16.054 -0.383 -5.440 0.00
H 19.512 -2.517 -1.146 0.00
H 15.601 -2.824 -6.730 0.00
H 16.073 -7.168 -7.235 0.00
H 16.864 -5.334 -8.342 0.00
H 12.598 -2.250 -7.850 0.00
H 15.785 2.146 -3.940 0.00
H 17.908 -6.217 -9.581 0.00
H 10.125 -4.868 -4.649 0.00
H 16.586 -6.302 -4.249 0.00
H 14.215 -3.853 -4.312 0.00
H 19.544 -6.611 -3.642 0.00
H 16.720 -4.337 -4.407 0.00
H 13.910 -1.371 -7.009 0.00
H 11.561 -3.127 -2.090 0.00
H 21.017 0.155 -1.762 0.00
H 20.310 1.135 -6.073 0.00
H 13.182 -4.545 -6.309 0.00
H 14.966 -0.485 -1.328 0.00
H 10.023 -0.721 -6.843 0.00
H 16.259 3.712 -6.567 0.00
H 18.920 -3.460 -6.959 0.00
H 18.657 -5.210 -2.166 0.00
H 11.722 0.092 -0.725 0.00
H 19.370 -2.385 -3.428 0.00
H 10.914 -2.005 -7.643 0.00
H 18.394 -7.792 -3.365 0.00
H 20.658 -3.416 -3.521 0.00
H 16.382 -4.425 1.813 0.00
```

Values from the calculation:
Gap between HOMO and LUMO (spin up / spin down) (eV): 8.1 / 2.1
Spin multiplicity: 2
Total charge: +1
LUMO (spin up / spin down) (eV): -2.42 / -8.27
E_HOMO (spin up / spin down) (eV): -10.5614 / -10.3554